# 1
Entry from the OMol25 dataset: one molecule with the formula C5H5N (the ωB97M-V functional and the def2-TZVPD basis).

Calculated values
- LUMO: 0.33 eV
- HOMO-LUMO gap: 8.72 eV
- SMILES string: CC=C=C=C=N
- Charge: 0
- DFT total energy: -6752.1884 eV
- Max |F|: 0.733 eV/Å

The geometry in XYZ format:
```
11
Properties=species:S:1:pos:R:3:forces:R:3:nbo_charge:R:1
C 0.81533 -1.53278 0.83232 -0.028 -0.014 0.155 -0.61
C 0.79029 -0.64599 -0.39270 0.021 0.085 -0.029 -0.37
C 0.53948 0.63624 -0.32495 -0.042 -0.086 0.000 0.19
C 0.09372 1.85590 -0.21691 -0.247 -0.642 -0.074 -0.38
C -1.19623 2.08956 -0.13658 -0.497 0.355 0.122 0.52
N -2.35675 2.43474 -0.02177 0.701 -0.214 -0.023 -0.64
H 0.63647 -0.93239 1.72677 0.057 -0.066 -0.047 0.22
H 1.75381 -2.08281 0.98166 -0.158 0.176 -0.214 0.22
H 0.00305 -2.26735 0.76705 0.173 0.060 -0.002 0.21
H -3.02131 1.66443 0.02690 -0.157 0.246 -0.059 0.40
H 0.82721 -1.10452 -1.38124 0.176 0.101 0.169 0.23
```
Positions in Å, forces in eV/Å.

# 2
Entry from the OMol25 dataset: C5H5N as an isolated structure (the ωB97M-V functional and the def2-TZVPD basis).

Calculated values
- LUMO (alpha / beta): 0.58 / 0.62 eV
- HOMO-LUMO gap (alpha / beta): 8.10 / 8.13 eV
- Charge: 0
- DFT total energy: -6748.6300 eV
- Max |F|: 0.632 eV/Å

The geometry in XYZ format:
```
11
Properties=species:S:1:pos:R:3:forces:R:3:nbo_charge:R:1
C 0.07648 -0.96677 0.00703 -0.085 -0.176 0.106 -0.34
C 0.37524 -0.07812 1.18900 0.286 0.077 0.066 -0.25
C -1.21648 -0.28769 -0.12090 -0.369 -0.219 -0.210 -0.01
N -0.59980 0.98800 -0.56255 0.083 0.087 0.079 -0.45
C 0.44188 0.08256 -1.04734 0.221 -0.208 -0.555 -0.03
C 0.42528 1.11325 0.43017 0.000 0.375 0.426 -0.05
H 0.23859 -2.04098 -0.02350 0.001 0.209 0.013 0.23
H 0.82714 -0.32680 2.13996 -0.114 0.012 -0.119 0.23
H -2.15733 -0.62339 -0.55725 0.117 0.032 0.090 0.22
H 0.76536 0.03986 -2.09169 -0.096 -0.029 0.109 0.22
H 0.82364 2.10008 0.63709 -0.044 -0.160 -0.005 0.23
```
Positions in Å, forces in eV/Å.

# 3
Entry from the OMol25 dataset: one molecule with the formula C5H5N at a distorted geometry (the ωB97M-V functional and the def2-TZVPD basis).

Calculated values
- LUMO: -0.28 eV
- HOMO-LUMO gap: 9.24 eV
- Charge: 0
- DFT total energy: -6748.6842 eV
- Max |F|: 4.807 eV/Å

The geometry in XYZ format:
```
11
Properties=species:S:1:pos:R:3:forces:R:3:nbo_charge:R:1
C 0.27137 0.52086 1.91417 0.641 0.553 0.579 -0.38
C -0.45608 -0.28211 2.54087 -0.953 -1.043 0.985 0.08
C 0.65859 0.93716 0.62934 -1.624 -0.628 -4.480 0.36
C -0.27158 -1.02466 -0.77682 -0.278 -0.508 0.544 -0.64
C 0.01297 0.45057 -0.90158 -2.445 2.253 2.500 -0.39
N 1.25139 1.58696 1.50254 0.273 0.200 -0.418 -0.21
H -0.76026 -1.13068 0.27952 0.843 -0.444 -2.105 0.25
H 0.75462 -1.40106 -0.80025 -0.452 -1.157 0.254 0.21
H -0.91375 -1.51800 -1.61536 1.159 1.236 1.544 0.24
H -0.99926 0.98318 -1.00457 1.229 -0.330 1.038 0.24
H 0.45198 0.87778 -1.76785 1.607 -0.131 -0.441 0.24
```
Positions in Å, forces in eV/Å.

Question: Number 2 is which compound?
Answer: C5H5N